# 1
Here is an isolated molecule of C4Cl2N2 at a distorted geometry from the OMol25 dataset. Energies are from wB97M-V/def2-TZVPD.

Structure (SMILES): N#CC(C#N)=C(Cl)Cl
HOMO level (eV): -10.334
Calculated total energy (Ha): -1182.18989

Structure (XYZ):
```
8
Properties=species:S:1:pos:R:3:forces:R:3
N -0.603 2.392 1.956 -2.88 -10.65 -4.76
C -0.845 1.218 1.413 3.89 10.62 3.95
C -0.321 0.080 0.671 -2.12 -1.55 3.14
C -0.410 -1.191 1.336 0.67 -7.05 4.16
N -0.348 -2.291 1.882 -0.61 7.06 -3.44
C 0.119 0.016 -0.560 0.86 -1.51 -0.22
Cl 0.765 -1.454 -1.175 -0.15 0.51 -0.31
Cl 0.141 1.370 -1.414 0.34 2.56 -2.51
```
Positions in Å, forces in eV/Å.

Mulliken population analysis, charges in e, atoms 1 to 6: atom 1 (N): -0.36, atom 2 (C): -0.03, atom 3 (C): 0.20, atom 4 (C): -0.01, atom 5 (N): -0.40, atom 6 (C): 0.84



# 2
Here is C45H34NOP2S2Ti as an isolated structure from the OMol25 dataset. Energies are from wB97M-V/def2-TZVPD.

HOMO level (eV): -10.358
Charge: +1
Calculated total energy (Ha): -4193.43253

Structure (XYZ):
```
86
Properties=species:S:1:pos:R:3:forces:R:3
Ti 0.157 0.557 -0.503 -0.51 -0.62 -0.05
O 0.783 1.997 2.612 -0.04 -0.01 0.00
S 0.424 0.721 1.974 -0.05 0.01 0.04
C -1.019 0.053 2.780 0.04 0.00 -0.02
C -1.093 0.157 4.165 0.00 -0.01 -0.01
C -2.195 -0.362 4.819 -0.01 -0.01 0.00
C -3.204 -0.966 4.081 0.00 0.00 0.01
C -3.151 -0.988 2.696 0.00 0.00 -0.02
C -2.062 -0.453 2.006 -0.01 0.02 0.01
P -2.063 -0.053 0.189 0.14 0.10 0.25
C -2.664 -1.552 -0.723 -0.06 -0.05 -0.12
C -4.049 -2.028 -0.343 0.04 0.02 0.01
C -4.665 -3.087 -0.878 -0.03 0.00 0.01
C -4.187 -4.000 -1.927 0.00 -0.01 -0.01
C -3.039 -3.917 -2.604 0.02 0.00 0.00
C -1.999 -2.866 -2.353 -0.01 0.00 0.05
C -3.401 1.173 0.132 0.02 -0.02 -0.01
C -4.380 1.163 -0.858 0.03 -0.01 0.04
C -5.314 2.187 -0.922 -0.01 0.00 0.00
C -5.269 3.227 -0.006 -0.02 0.00 -0.01
C -4.289 3.247 0.977 0.00 0.01 0.01
C -3.357 2.226 1.047 -0.02 -0.02 -0.04
C 1.733 -0.453 2.387 0.04 0.03 -0.07
C 1.773 -1.160 3.580 -0.03 0.03 -0.03
C 2.921 -1.860 3.918 0.02 -0.03 0.02
C 4.028 -1.840 3.082 0.00 -0.01 0.01
C 3.976 -1.150 1.882 -0.06 0.01 -0.01
C 2.822 -0.467 1.511 0.03 -0.01 0.02
P 2.716 0.400 -0.092 0.13 0.13 -0.01
C 3.906 1.758 0.029 -0.08 0.03 0.01
C 5.259 1.612 -0.268 0.00 -0.01 0.02
C 6.120 2.683 -0.097 0.01 -0.01 -0.01
C 5.636 3.897 0.373 -0.01 0.02 0.01
C 4.289 4.045 0.673 0.03 0.01 0.00
C 3.421 2.979 0.498 -0.01 -0.06 -0.02
C 3.375 -0.751 -1.332 -0.02 0.04 -0.02
C 3.759 -0.215 -2.562 0.00 0.00 0.04
C 4.153 -1.051 -3.595 0.01 -0.01 0.00
C 4.159 -2.427 -3.409 0.00 0.00 -0.01
C 3.763 -2.965 -2.193 0.00 -0.01 0.01
C 3.364 -2.132 -1.158 -0.03 0.01 0.00
H -0.305 0.664 4.706 0.00 0.00 0.01
H -2.271 -0.290 5.895 0.00 0.00 0.00
H -4.066 -1.385 4.583 0.01 0.00 0.01
H -3.991 -1.400 2.160 0.01 0.01 0.00
H -4.617 -1.422 0.349 -0.02 -0.02 -0.01
H -5.670 -3.289 -0.526 0.00 0.01 0.00
H -4.866 -4.805 -2.181 0.00 0.00 0.00
H -2.827 -4.657 -3.366 -0.01 0.00 0.00
H -1.133 -2.982 -3.003 0.00 0.01 0.00
H -4.418 0.359 -1.581 -0.03 0.02 -0.01
H -6.076 2.172 -1.690 0.00 -0.01 0.00
H -5.997 4.026 -0.060 0.00 0.00 0.00
H -4.248 4.063 1.687 0.01 0.00 0.00
H -2.586 2.255 1.809 0.00 0.02 0.01
H 0.924 -1.179 4.246 0.00 0.00 -0.01
H 2.952 -2.413 4.847 0.00 0.00 0.00
H 4.928 -2.371 3.360 0.00 0.00 0.00
H 4.832 -1.152 1.219 0.01 -0.01 0.00
H 5.636 0.668 -0.644 0.01 0.01 0.00
H 7.171 2.573 -0.332 0.00 0.00 0.00
H 6.312 4.731 0.504 0.00 0.00 0.00
H 3.917 4.992 1.040 -0.01 -0.01 0.00
H 2.368 3.082 0.735 0.01 0.03 0.01
H 3.757 0.860 -2.708 0.01 -0.01 -0.03
H 4.458 -0.629 -4.543 0.00 0.01 0.00
H 4.472 -3.080 -4.213 0.00 0.00 0.00
H 3.766 -4.037 -2.049 0.00 0.00 0.00
H 3.041 -2.558 -0.217 0.01 -0.01 0.01
S -0.922 3.098 -3.399 0.08 -0.06 0.07
C -0.294 4.349 -2.404 -0.04 0.02 -0.05
C 0.033 3.926 -1.153 0.05 -0.07 -0.10
C -0.198 2.534 -0.960 -0.08 0.16 0.26
C -0.753 1.956 -2.102 0.09 0.12 -0.16
C -1.239 0.585 -2.004 0.35 0.12 -0.25
C -1.898 -0.225 -2.824 -0.20 -0.05 0.18
C -2.611 -1.430 -2.290 0.03 0.03 -0.01
C -1.680 -2.751 -0.829 -0.01 0.01 -0.03
C -0.233 -2.459 -0.597 -0.07 0.03 0.15
N 0.201 -1.351 -0.210 0.28 0.02 -0.19
H -0.189 5.344 -2.810 0.00 0.00 0.01
H 0.452 4.584 -0.405 -0.01 -0.01 0.02
H -2.129 0.053 -3.851 -0.01 0.04 0.02
H -3.614 -1.421 -2.719 0.00 0.00 -0.01
H -1.972 -3.630 -0.252 0.01 0.00 0.01
H 0.447 -3.299 -0.807 0.00 0.01 0.00
```
Positions in Å, forces in eV/Å.

Mulliken population analysis, charges in e, atoms 1 to 6: atom 1 (Ti): -0.91, atom 2 (O): -0.90, atom 3 (S): 2.06, atom 4 (C): 0.10, atom 5 (C): -0.77, atom 6 (C): -0.97



# 3
Here is C26H27N3O10SSbSe4SiTa as an isolated structure at a distorted geometry from the OMol25 dataset. Energies are from wB97M-V/def2-TZVPD.

HOMO level (alpha / beta) (eV): -0.609 / -0.604
Charge: -2
Calculated total energy (Ha): -12513.45604

Structure (XYZ):
```
74
Properties=species:S:1:pos:R:3:forces:R:3
Ta -1.439 0.787 -1.354 -8.95 -13.39 2.53
C 0.027 1.674 -0.418 9.10 6.67 6.10
O -0.912 1.166 0.311 0.72 0.29 12.10
C -1.245 2.061 1.314 -1.22 2.19 2.40
C -2.482 1.561 2.043 0.13 -0.52 -0.42
O -3.398 1.188 1.039 -0.12 0.23 0.65
C -4.407 0.245 1.449 0.47 -0.06 -0.70
C -3.821 -0.994 2.122 0.00 0.01 -0.16
O -2.625 -1.356 1.430 -0.84 -0.52 0.26
C -2.427 -2.784 1.369 -0.42 0.14 -0.30
H 1.005 1.730 0.050 0.03 -0.49 -0.09
H 0.174 1.135 -1.286 5.01 -1.77 2.23
H -0.219 2.682 -0.737 0.67 0.07 1.18
H -0.394 2.190 1.991 -0.20 -0.33 -0.17
H -1.444 3.052 0.855 0.06 -0.58 0.18
H -2.193 0.693 2.643 -0.06 0.15 0.04
H -2.897 2.349 2.683 0.18 0.04 0.08
H -5.153 0.733 2.080 -0.04 0.01 0.13
H -4.882 -0.027 0.494 -0.04 -0.02 0.56
H -3.599 -0.800 3.181 0.07 -0.04 0.09
H -4.591 -1.786 2.052 0.33 0.32 0.02
H -1.991 -3.129 2.308 0.06 -0.16 0.17
H -3.377 -3.339 1.150 0.75 0.56 0.23
H -1.731 -2.955 0.544 -0.13 -0.11 0.25
O -2.406 1.696 -2.990 -1.17 1.77 -1.30
C -1.750 2.445 -2.213 -4.60 5.89 -8.73
O -2.075 2.417 -1.037 -6.32 9.37 5.12
C -0.445 2.691 -2.588 1.37 2.21 -2.48
C 0.130 3.908 -2.651 1.06 1.19 0.07
C 1.527 3.975 -2.763 -1.50 -1.89 0.13
C 2.221 2.761 -2.828 0.35 0.20 -0.20
C 1.592 1.537 -2.807 -0.57 0.82 1.12
C 0.166 1.439 -2.535 8.27 5.16 -10.68
O -0.474 0.383 -2.713 5.13 -5.57 -8.78
N 2.246 0.319 -3.056 1.53 -1.46 -1.06
O 3.476 0.349 -3.159 -1.00 0.58 0.12
O 1.682 -0.141 -1.157 0.60 0.36 -0.55
N 2.164 5.209 -2.797 0.87 1.86 0.12
O 3.392 5.245 -2.868 -0.47 0.00 -0.04
O 1.461 6.228 -2.722 0.45 -0.51 -0.12
H -0.493 4.793 -2.561 0.25 -0.09 -0.07
H 3.293 2.762 -2.950 0.13 -0.07 -0.08
S -0.274 -3.245 -1.990 0.31 -1.69 -0.92
C -0.214 -1.947 -1.138 -1.30 3.10 1.73
N -0.464 -0.930 -0.542 1.39 -3.41 -0.47
C 4.779 -4.417 -0.454 0.12 -0.12 0.00
C 3.404 -4.353 -0.313 -0.05 -0.02 0.05
C 2.800 -3.127 -0.110 -0.41 -0.10 0.05
C 3.534 -1.952 -0.050 0.24 0.47 0.19
C 4.909 -2.035 -0.179 0.34 -0.06 -0.01
C 5.530 -3.255 -0.379 0.31 -0.17 -0.05
Si 2.692 -0.289 0.025 0.03 -0.25 0.59
C 1.792 -0.132 1.707 0.31 0.05 -0.27
C 0.938 -1.132 2.161 -0.10 -0.25 0.08
C 0.146 -0.964 3.284 -0.03 -0.12 0.02
C 0.192 0.226 3.990 0.04 0.15 0.15
C 1.060 1.225 3.579 0.04 0.13 0.26
C 1.853 1.038 2.456 0.14 0.18 -0.05
H 5.261 -5.369 -0.630 0.06 -0.04 0.00
H 2.795 -5.245 -0.376 -0.02 -0.06 -0.02
H 1.723 -3.087 -0.027 0.00 -0.08 -0.08
H 5.502 -1.132 -0.141 0.11 0.08 -0.03
H 6.606 -3.304 -0.498 0.06 0.01 0.00
H 3.616 0.875 0.027 0.59 0.02 0.25
H 0.881 -2.063 1.620 -0.12 -0.06 -0.02
H -0.521 -1.755 3.597 -0.05 -0.04 -0.02
H -0.448 0.380 4.852 0.01 -0.02 0.03
H 1.099 2.167 4.116 0.04 -0.01 0.07
H 2.517 1.838 2.138 0.02 0.01 0.02
Se -6.065 -2.709 0.147 -0.90 0.90 1.80
Sb -4.433 -2.177 -1.552 -5.59 -6.04 -0.65
Se -2.869 -0.618 -1.463 -7.02 -5.11 -0.74
Se -6.070 -2.077 -3.297 -0.05 1.08 -1.43
Se -3.956 -4.527 -1.480 1.55 -1.05 -0.47
```
Positions in Å, forces in eV/Å.

Mulliken population analysis, charges in e, atoms 1 to 6: atom 1 (Ta): 0.91, atom 2 (C): -2.16, atom 3 (O): 1.61, atom 4 (C): -1.05, atom 5 (C): -0.39, atom 6 (O): -0.40



- The lowest calculated total energy belongs to which entry?
  C26H27N3O10SSbSe4SiTa



- The lowest calculated total energy belongs to which entry?
  C26H27N3O10SSbSe4SiTa